The following is a quantum chemistry calculation of a structure of composition C22H49NO4P2Sn in a non-equilibrium geometry, from the Open Molecules 2025 dataset.

Properties
Total energy in eV: -57652.337
Charge: +4

Last column: Mulliken charge in e.
Geometry (Å):
Sn -0.48 -0.09 0.25  0.931
C -2.60 -0.99 1.22  0.115
O -3.40 -1.09 2.04  -0.045
C 1.37 -0.47 1.64  0.408
O 1.98 -0.92 2.52  -0.169
P -0.30 -2.58 -1.00  0.232
C 1.27 -3.00 -1.86  0.590
H 1.20 -4.05 -2.17  0.779
C -0.46 -3.99 0.20  0.685
H 0.08 -3.59 1.08  0.312
C -1.55 -2.72 -2.37  0.432
H -1.22 -1.94 -3.07  0.492
C -2.39 3.26 0.60  0.381
P -0.81 2.51 1.20  0.734
H 0.18 4.65 1.43  0.771
H -2.21 3.34 -0.49  0.521
C -0.90 2.65 3.06  0.655
H -1.42 3.60 3.23  0.382
C -1.92 -4.24 0.60  -1.217
H -2.49 -4.71 -0.22  0.265
H -2.43 -3.31 0.92  0.080
H -1.92 -4.93 1.46  0.533
C 0.22 -5.32 -0.20  -1.402
H -0.09 -6.10 0.52  0.475
H 1.32 -5.25 -0.16  0.349
H -0.08 -5.65 -1.20  0.307
C -1.47 -4.06 -3.11  -1.569
H -0.47 -4.27 -3.51  0.369
H -2.16 -4.03 -3.96  0.478
H -1.78 -4.90 -2.47  0.317
C -2.99 -2.38 -1.95  -1.115
H -3.48 -1.87 -2.79  0.457
H -3.04 -1.70 -1.08  0.177
H -3.58 -3.28 -1.73  0.377
C 1.48 -2.14 -3.13  -1.495
H 1.00 -2.61 -4.00  0.302
H 2.55 -2.06 -3.36  0.413
H 1.07 -1.12 -3.03  0.254
C 2.44 -2.88 -0.87  -1.548
H 2.46 -1.90 -0.38  0.122
H 3.39 -3.04 -1.40  0.601
H 2.37 -3.64 -0.07  0.170
C -2.64 4.67 1.14  -1.681
H -1.75 5.32 1.14  0.378
H -3.04 4.64 2.17  0.460
H -3.40 5.16 0.51  0.449
C -3.63 2.37 0.80  -1.362
H -4.02 2.46 1.82  0.367
C 1.84 3.39 0.95  -0.967
H -3.44 1.31 0.58  0.200
H -4.41 2.73 0.11  0.496
C 0.19 4.31 -0.72  -1.697
H 2.23 2.87 0.06  -0.611
H 2.48 4.27 1.13  0.495
H 1.98 2.73 1.81  0.412
C 0.39 3.83 0.73  0.331
H 1.05 4.94 -1.01  0.443
H -0.70 4.93 -0.84  0.365
H 0.13 3.47 -1.43  0.337
C 0.47 2.70 3.74  -1.604
H 1.07 1.80 3.53  0.320
H 0.33 2.76 4.83  0.494
H 1.05 3.59 3.44  0.418
C -1.72 1.50 3.68  -1.190
H -2.74 1.43 3.27  0.213
H -1.81 1.69 4.76  0.474
H -1.21 0.53 3.55  0.222
H 0.90 1.03 -2.30  -0.570
H 1.17 1.46 -2.89  0.456
N 3.76 1.25 -1.72  -0.089
C 4.69 0.94 -0.56  -0.618
C 3.86 0.37 0.58  0.524
O 4.39 -0.02 1.62  -0.530
O 2.57 0.34 0.29  -0.297
H 3.16 0.46 -1.99  0.026
H 4.33 1.52 -2.53  0.433
H 3.11 2.02 -1.50  0.201
H 5.43 0.20 -0.87  0.413
H 5.19 1.87 -0.24  0.380